Entry from the OMol25 dataset: 2 unconnected molecules or ions with the total composition C11H15NS at a distorted geometry (ωB97M-V/def2-TZVPD).

Results
2S+1	1
SMILES	Cc1c[nH]c2ccccc12.CSC
highest occupied orbital energy	-7.891	eV
energy above the lowest of the compared OMol25 structures with the same formula, charge and spin	23.3	kcal per mole
E_LUMO	0.7861	eV

Atoms and positions in Å:
1 C -3.3582 0.0570 1.1649
2 C -1.9232 0.3662 0.9007
3 C -0.8063 -0.0922 1.5385
4 N 0.2884 0.7197 1.2099
5 C -0.1073 1.6718 0.3148
6 C 0.5972 2.7810 -0.2269
7 C -0.1644 3.7732 -0.7910
8 C -1.5691 3.6486 -0.9059
9 C -2.2383 2.5531 -0.4465
10 C -1.5000 1.5423 0.1703
11 H -3.9476 0.9592 1.2096
12 H -3.5004 -0.4909 2.1073
13 H -3.8161 -0.6840 0.5021
14 H -0.6697 -1.0056 2.0939
15 H 1.1402 0.5332 1.7114
16 H 1.6687 2.6518 -0.1306
17 H 0.2732 4.6513 -1.2480
18 H -2.0649 4.3236 -1.5963
19 H -3.3144 2.4746 -0.5133
20 C 3.2400 -4.2000 -1.5292
21 S 1.7501 -3.3003 -0.9860
22 C 2.2188 -2.8553 0.6668
23 H 3.1450 -5.2822 -1.5353
24 H 3.5386 -3.9238 -2.5494
25 H 4.1118 -3.8265 -0.9918
26 H 1.6567 -1.9290 0.8605
27 H 3.2501 -2.5908 0.8735
28 H 1.8015 -3.5775 1.3547

natural (NBO) population analysis, charges in e, atoms 1 to 8: atom 1 (C): -0.6317, atom 2 (C): -0.0867, atom 3 (C): -0.0399, atom 4 (N): -0.5383, atom 5 (C): 0.1510, atom 6 (C): -0.2401, atom 7 (C): -0.2105, atom 8 (C): -0.2454